Below is a molecular structure, C34H27N3O5PtS2, with properties calculated with ωB97M-V/def2-TZVPD.

Properties
* ⟨S²⟩: 2.009
* 2S+1: 3
* Kohn-Sham gap (spin up / spin down): 5.94 / 7.40 eV

Geometry as XYZ:
```
72
Properties=species:S:1:pos:R:3:forces:R:3
Pt -0.482 0.907 -0.795 1.4 -0.5 -1.0
C 6.624 0.869 3.571 0.9 0.2 1.1
C 5.674 1.433 2.606 -1.6 0.3 -0.9
C 5.516 0.979 1.265 0.4 0.1 1.7
C 4.486 1.486 0.519 -1.2 0.9 -0.3
C 3.599 2.479 1.041 2.1 -1.2 0.7
C 3.798 2.988 2.340 0.0 -0.2 -0.6
C 4.817 2.424 3.123 0.3 1.0 0.3
S 2.235 2.961 0.111 -3.4 -0.5 -0.6
O 2.376 2.471 -1.256 0.7 1.1 1.1
O 1.897 4.346 0.453 0.8 -1.2 -0.7
N 0.968 1.957 0.670 2.7 1.4 -1.0
C -0.088 2.499 1.263 -1.9 -1.2 1.2
C -0.197 3.395 2.340 -1.2 0.5 0.6
C -1.434 3.548 2.964 -0.5 -1.1 -0.9
C -2.516 2.716 2.540 -1.0 0.1 0.3
C -2.425 1.865 1.447 2.6 1.8 0.5
N -1.209 1.799 0.813 -0.7 1.8 2.3
H 7.288 0.125 3.091 -0.1 0.5 0.6
H 6.049 0.435 4.423 0.6 -0.1 -0.7
H 7.163 1.747 4.035 0.0 -1.2 -0.5
H 6.166 0.191 0.850 -0.3 0.5 0.3
H 4.365 1.117 -0.496 -0.3 0.2 0.1
H 3.156 3.837 2.635 0.5 -0.7 0.2
H 5.068 2.836 4.165 -0.7 -0.7 -1.6
H 0.649 3.924 2.727 0.4 0.2 -0.2
H -1.650 4.275 3.757 0.5 -0.4 -0.3
H -3.492 2.740 3.070 0.8 0.2 -0.4
H -3.239 1.359 0.984 -0.3 -0.4 0.0
O 1.468 -0.120 -4.277 0.3 -0.2 0.4
C 1.050 -0.076 -3.146 -2.7 1.1 0.8
O -0.176 0.397 -2.779 2.4 -0.7 -1.7
C 1.769 -0.674 -1.938 -1.8 1.6 0.9
C 2.989 -1.287 -1.992 1.2 -1.2 -0.6
C 3.376 -2.012 -0.889 1.1 0.1 -0.6
C 2.549 -2.030 0.243 -0.4 -0.2 1.2
C 2.951 -2.746 1.395 0.7 -0.6 0.8
C 2.197 -2.793 2.550 0.1 0.9 -1.2
C 1.034 -1.976 2.636 -0.6 -0.5 -1.0
C 0.535 -1.299 1.515 0.4 -0.1 0.6
C 1.318 -1.299 0.292 1.2 0.2 0.3
N 1.061 -0.537 -0.804 -0.2 -1.6 -0.4
H 3.560 -1.244 -2.934 -0.4 -0.1 0.6
H 4.356 -2.569 -0.890 -1.2 0.6 0.1
H 3.964 -3.196 1.359 -0.9 -0.1 0.0
H 2.471 -3.411 3.385 0.3 0.0 0.2
H 0.507 -2.018 3.599 -0.1 0.3 -0.6
H -0.445 -0.777 1.592 1.0 -0.2 -0.3
O -2.524 0.321 -0.803 -1.6 -0.9 -2.3
S -3.154 0.225 -2.238 0.0 -0.6 2.0
C -4.810 -0.148 -1.607 -0.7 0.0 -0.9
C -5.861 0.331 -2.365 -0.7 0.1 0.2
C -7.176 0.167 -1.878 -0.2 -0.2 -0.2
C -7.484 -0.532 -0.681 0.8 1.3 -0.5
C -6.383 -1.005 0.046 0.7 -0.9 0.7
C -5.070 -0.794 -0.403 -0.1 0.2 -0.6
C -2.638 -1.378 -2.936 -0.1 1.3 1.2
C -2.257 -2.342 -2.050 -0.3 -1.0 0.9
C -2.110 -3.647 -2.544 0.2 0.9 0.2
C -2.249 -3.958 -3.881 -1.0 2.0 -1.4
C -2.636 -2.904 -4.770 1.1 1.1 1.5
C -2.724 -1.577 -4.286 -0.9 -0.1 -1.1
H -5.623 0.886 -3.289 -0.5 -0.4 0.5
H -7.979 0.580 -2.494 0.1 -0.1 0.4
H -8.516 -0.496 -0.273 0.9 -0.5 -0.5
H -6.444 -1.642 0.968 -0.4 1.0 -0.9
H -4.192 -1.078 0.140 0.1 -0.4 0.6
H -2.173 -2.098 -0.961 0.0 -0.3 -1.1
H -1.895 -4.404 -1.845 0.4 -0.9 0.7
H -2.105 -4.948 -4.265 0.0 -0.4 0.0
H -2.754 -2.925 -5.825 0.0 -1.0 -0.7
H -2.938 -0.678 -4.934 0.2 -1.3 0.5
```
Positions in Å, forces in eV/Å.

Partial charges, Löwdin, in e: 1.2614, -0.0770, -0.2955, -0.0313, -0.0515, -0.2905, -0.0401, -0.0443, 0.6705, -0.3256, -0.3190, -0.1532, -0.4310, -0.0122, -0.0518, -0.0870, -0.1036, -0.1309, 0.0851, 0.0965, 0.1000, 0.1189, 0.1050, 0.1139, 0.1398, 0.0922, 0.1092, 0.1019, 0.0830, 0.0872, -0.5194, -0.2764, -0.1722, 0.0030, 0.0004, -0.1648, -0.0412, -0.0767, -0.0648, 0.0025, -0.1789, 0.0077, 0.1396, 0.1396, 0.1199, 0.0960, 0.1072, 0.1026, -0.7004, 1.1124, -0.3680, -0.0896, -0.0711, -0.0667, -0.0724, -0.0738, -0.4046, -0.0700, -0.0691, -0.0495, -0.0356, -0.0759, 0.1143, 0.1025, 0.1149, 0.1213, 0.0961, 0.1239, 0.0914, 0.0979, 0.0902, 0.1373